[1]
Entry from OMol25: 16 unconnected molecules or ions with the total composition C64H128O32 in a non-equilibrium geometry (ωB97M-V/def2-TZVPD).

Its highest occupied orbital energy is -9.783 eV. The relative energy (zero: lowest compared OMol25 entry of this formula, charge and spin) comes out at 28.1 kcal/mol.

Structure (ORCA input):
```
! RIJCOSX wB97M-V def2-TZVPD def2/J DEFGRID3
* xyz 0 1
O 4.902 -2.273 1.955
C 4.360 -3.295 2.296
O 3.779 -4.147 1.476
C 3.547 -3.765 0.098
C 2.239 -2.969 0.080
C 4.326 -3.728 3.763
H 3.442 -4.679 -0.465
H 4.356 -3.152 -0.329
H 2.385 -2.004 0.658
H 1.384 -3.549 0.419
H 2.023 -2.756 -0.964
H 4.949 -3.024 4.298
H 4.626 -4.737 3.873
H 3.280 -3.632 4.062
O -4.370 1.290 3.155
C -5.414 1.455 3.730
O -5.769 2.622 4.275
C -4.850 3.724 4.036
C -5.434 5.010 4.494
C -6.415 0.353 3.982
H -4.563 3.702 2.997
H -3.990 3.520 4.620
H -5.634 4.991 5.578
H -6.315 5.257 3.890
H -4.595 5.676 4.312
H -6.806 0.440 4.983
H -5.944 -0.581 3.717
H -7.230 0.583 3.272
O -1.220 -3.267 5.926
C -0.031 -3.017 5.731
O 0.599 -2.972 4.546
C -0.124 -3.214 3.293
C -0.483 -4.707 3.160
C 0.955 -2.695 6.800
H 0.539 -2.825 2.519
H -1.042 -2.581 3.226
H -0.957 -5.101 4.054
H 0.306 -5.399 2.989
H -1.208 -4.736 2.385
H 0.689 -3.178 7.736
H 0.785 -1.623 6.986
H 1.999 -2.764 6.455
O 6.560 1.289 -1.636
C 6.653 0.042 -1.740
O 7.528 -0.516 -2.621
C 8.259 0.334 -3.557
C 7.465 0.806 -4.762
C 5.917 -0.924 -0.954
H 9.049 -0.367 -3.866
H 8.720 1.154 -3.001
H 8.088 1.489 -5.401
H 6.598 1.422 -4.436
H 7.141 -0.023 -5.373
H 5.681 -0.489 0.022
H 6.524 -1.876 -0.847
H 4.985 -1.152 -1.467
O 0.086 2.803 5.367
C 0.347 1.825 6.007
O -0.347 0.679 6.080
C -1.755 0.740 5.557
C -2.608 -0.450 5.851
C 1.517 1.655 6.960
H -1.749 0.921 4.490
H -2.154 1.699 5.990
H -2.387 -1.342 5.282
H -3.592 -0.104 5.471
H -2.692 -0.719 6.897
H 2.440 2.075 6.569
H 1.793 0.608 7.223
H 1.312 2.203 7.922
O -0.843 0.461 -7.317
C -0.203 0.742 -6.323
O -0.231 1.989 -5.724
C -1.091 2.966 -6.336
C -0.310 4.141 -6.873
C 0.768 -0.088 -5.492
H -1.714 3.196 -5.499
H -1.671 2.392 -7.082
H 0.534 3.781 -7.501
H 0.071 4.781 -6.075
H -0.951 4.706 -7.543
H 0.140 -0.541 -4.707
H 1.440 0.640 -5.010
H 1.172 -0.872 -6.077
O 3.175 2.309 1.876
C 3.127 2.594 3.051
O 3.140 1.607 3.986
C 3.099 0.219 3.582
C 1.699 -0.224 3.370
C 3.160 3.887 3.740
H 3.594 -0.258 4.407
H 3.674 0.082 2.650
H 1.186 0.535 2.751
H 1.233 -0.363 4.350
H 1.777 -1.198 2.872
H 3.611 4.585 3.096
H 3.700 3.820 4.670
H 2.122 4.073 4.039
O 5.006 -1.581 -4.938
C 4.398 -2.092 -4.012
O 4.988 -3.044 -3.128
C 6.274 -3.479 -3.599
C 6.771 -4.521 -2.636
C 2.960 -1.845 -3.673
H 6.957 -2.661 -3.682
H 6.188 -3.968 -4.593
H 5.990 -5.285 -2.515
H 6.934 -4.081 -1.663
H 7.653 -5.094 -2.988
H 2.624 -0.959 -4.145
H 2.974 -1.900 -2.575
H 2.320 -2.608 -4.106
O -2.808 -3.241 1.446
C -3.919 -3.684 1.516
O -4.633 -3.830 2.647
C -3.940 -3.404 3.846
C -4.833 -3.792 5.006
C -4.721 -4.210 0.317
H -3.681 -2.342 3.847
H -3.008 -3.977 3.946
H -4.409 -3.407 5.932
H -4.927 -4.868 5.055
H -5.848 -3.422 4.898
H -5.615 -3.640 0.182
H -4.978 -5.272 0.389
H -4.140 -4.109 -0.589
O 4.863 2.871 -7.435
C 4.164 1.997 -7.022
O 3.271 2.157 -6.045
C 3.134 3.484 -5.442
C 4.074 3.550 -4.299
C 4.118 0.617 -7.555
H 2.147 3.637 -5.060
H 3.376 4.276 -6.145
H 5.115 3.489 -4.535
H 3.822 2.737 -3.653
H 3.980 4.487 -3.735
H 4.512 -0.084 -6.791
H 4.695 0.551 -8.467
H 3.074 0.322 -7.659
O -2.759 6.165 2.833
C -2.003 6.122 1.882
O -1.068 5.156 1.665
C -0.988 4.159 2.688
C 0.036 3.146 2.172
C -1.832 7.132 0.765
H -1.997 3.733 2.772
H -0.625 4.617 3.594
H -0.331 2.571 1.320
H 0.431 2.506 2.926
H 0.844 3.736 1.747
H -1.786 6.649 -0.195
H -0.811 7.560 0.906
H -2.562 7.935 0.739
O 0.847 4.792 -3.350
C 0.268 4.191 -2.463
O 0.527 4.298 -1.195
C 1.472 5.246 -0.616
C 2.905 4.752 -0.762
C -0.841 3.209 -2.684
H 1.122 5.344 0.398
H 1.401 6.218 -1.078
H 3.043 4.478 -1.804
H 3.057 3.934 -0.038
H 3.591 5.592 -0.517
H -1.222 2.721 -1.766
H -0.457 2.505 -3.371
H -1.667 3.788 -3.210
O -2.125 -8.180 -2.254
C -0.976 -7.756 -2.250
O -0.631 -6.486 -2.028
C -1.751 -5.578 -1.848
C -1.105 -4.200 -1.616
C 0.169 -8.695 -2.438
H -2.346 -5.915 -1.036
H -2.369 -5.670 -2.754
H -1.876 -3.425 -1.688
H -0.391 -4.006 -2.402
H -0.549 -4.213 -0.661
H 0.495 -9.208 -1.552
H 0.986 -8.149 -2.925
H -0.186 -9.374 -3.186
O -5.812 -0.789 -2.009
C -5.858 -0.560 -0.824
O -7.034 -0.223 -0.201
C -8.275 -0.264 -0.960
C -8.681 -1.747 -1.029
C -4.803 -0.763 0.182
H -8.151 0.110 -1.948
H -8.997 0.336 -0.406
H -7.842 -2.290 -1.496
H -9.584 -1.939 -1.580
H -8.862 -2.258 -0.011
H -3.927 -1.155 -0.351
H -5.138 -1.402 1.011
H -4.542 0.231 0.571
O -3.885 2.143 -3.741
C -3.570 1.385 -2.815
O -3.760 1.683 -1.560
C -4.275 3.020 -1.256
C -3.981 3.300 0.184
C -2.866 0.119 -3.004
H -5.352 2.870 -1.457
H -3.919 3.713 -1.995
H -4.431 4.258 0.416
H -2.903 3.388 0.403
H -4.457 2.543 0.865
H -3.286 -0.654 -2.372
H -1.858 0.250 -2.663
H -2.898 -0.115 -4.018
O 0.443 -0.609 -1.970
C 0.787 0.017 -1.053
O 0.150 0.154 0.107
C -0.972 -0.766 0.335
C -1.700 -0.229 1.549
C 2.078 0.850 -1.058
H -0.616 -1.801 0.401
H -1.605 -0.697 -0.545
H -1.869 0.809 1.360
H -1.099 -0.394 2.460
H -2.643 -0.780 1.538
H 2.229 1.299 -2.050
H 2.923 0.204 -0.775
H 2.115 1.582 -0.279
*
```

=====

[2]
Entry from OMol25: a molecular structure, C2H9NO in a non-equilibrium geometry (ωB97M-V/def2-TZVPD).

Its highest occupied orbital energy is -9.894 eV. The relative energy (zero: lowest compared OMol25 entry of this formula, charge and spin) comes out at 74.2 kcal/mol.

Structure (ORCA input):
```
! RIJCOSX wB97M-V def2-TZVPD def2/J DEFGRID3
* xyz 0 1
N -2.351 -1.118 0.366
H -2.570 -1.188 1.406
H 3.374 -1.706 0.427
H -1.531 -0.444 0.294
H -3.086 -0.517 0.011
C -0.137 0.925 -0.998
O -0.382 1.210 0.409
C 0.968 0.764 0.027
H -0.704 0.097 -1.307
H -0.052 1.675 -1.631
H 1.234 -0.197 0.324
H 1.642 1.477 0.491
H 3.595 -0.979 0.181
*
```

=====

relative energy (zero: lowest compared OMol25 entry of this formula, charge and spin) of number 1 (C64H128O32)?
28.1 kcal/mol